1.
Molecular formula: C5H9NO
Method: DFT, ωB97M-V/def2-TZVPD

Properties
Orbital gap ... 0.425 hartree
E_LUMO ... 0.82 eV

Cartesian coordinates (Å):
H  -2.42549  0.68068  -0.18012
H  -2.57782  -0.94428  -0.88708
N  -0.23721  -1.55036  2.30829
H  1.89843  0.34696  0.93833
H  -0.19686  1.57847  0.43553
H  2.15398  1.68940  -0.20080
H  3.09479  -0.40420  -0.84589
C  0.18142  0.82691  -0.26775
C  -0.57419  -0.50223  -0.06825
C  -0.28050  -1.10145  1.24289
O  2.17055  -0.21571  -1.04675
C  1.68530  0.69960  -0.08255
H  -0.02314  1.19347  -1.28162
H  -0.23017  -1.19545  -0.84462
C  -2.12052  -0.36432  -0.08329
H  -2.51854  -0.73748  0.86369

2.
Molecular formula: C17H19N5O2S
Method: DFT, ωB97M-V/def2-TZVPD

Properties
Orbital gap ... 0.312 hartree
E_LUMO ... 0.48 eV

Cartesian coordinates (Å):
C  4.06024  1.18026  -0.86039
N  -1.73608  -1.57776  0.93977
C  2.08338  0.88717  0.53984
C  0.55347  -1.77391  -1.35625
H  -1.29481  -1.00069  1.64197
H  3.51915  1.63298  -1.66804
H  -4.17500  -0.24442  1.54026
N  3.41860  0.79524  0.28689
H  2.52244  -1.25836  -2.27345
H  -3.76663  2.90126  -0.32233
N  1.51470  0.48283  1.61426
H  -0.75837  -3.36148  1.38719
N  -1.56212  1.54332  0.38159
H  4.02863  -0.11080  2.10504
C  4.33933  0.25215  1.14705
H  -5.28109  1.10270  -0.00089
H  -4.44762  0.05379  -1.14943
C  1.96250  -1.67811  -1.46286
C  -2.54123  1.14971  1.37512
C  5.38310  0.88635  -0.73054
C  -2.77961  -1.12658  0.21485
O  -3.18968  -1.70769  -0.76973
H  -1.53843  2.64194  -1.38530
C  -2.05991  1.77510  -0.96312
C  5.55969  0.29651  0.54578
H  -3.11266  2.03297  1.68017
H  -0.17589  -1.45157  -2.07129
N  0.19718  0.65722  1.63845
H  -2.01124  0.78005  2.25205
C  -4.29959  0.79553  -0.36200
H  6.14897  1.06876  -1.45761
C  -0.27691  1.21888  0.56765
O  1.46443  -2.64744  0.47412
H  -3.91102  2.22188  -1.93831
H  -1.84303  0.90559  -1.59901
C  -3.56241  2.01544  -0.92653
H  6.48552  -0.04874  0.96093
C  -3.49505  0.12296  0.76487
C  -0.98085  -2.74310  0.51411
H  3.46350  -2.36436  0.02751
C  2.45973  -2.22716  -0.32230
H  -1.62381  -3.29132  -0.18070
C  0.30242  -2.37569  -0.15747
S  0.95611  1.58857  -0.64193

3.
Molecular formula: C5H9NO2
Method: DFT, ωB97M-V/def2-TZVPD

Properties
Orbital gap ... 0.364 hartree
E_LUMO ... 0.76 eV

Cartesian coordinates (Å):
C  1.19987  -0.11689  -0.59039
H  0.00478  2.15527  1.18780
C  1.78276  -0.44596  0.72979
O  -2.61877  0.64800  0.20008
H  1.28943  -0.71068  -1.46541
H  0.82030  2.42648  -0.55787
C  -1.62584  0.05872  -0.15834
C  -1.45378  -1.43324  -0.11783
H  -0.39852  -1.79198  -0.06284
H  1.09699  -0.23088  1.61623
H  -1.97991  -1.91887  0.76760
O  2.24488  0.56126  -0.17028
N  -0.44718  0.71545  -0.43799
H  -0.90902  2.89044  -0.27929
H  -1.92145  -1.84075  -1.09804
H  2.47035  -1.34352  0.99910
C  -0.10770  2.05867  -0.02456

4.
Molecular formula: C6H9NO
Method: DFT, ωB97M-V/def2-TZVPD

Properties
Orbital gap ... 0.343 hartree
E_LUMO ... 0.85 eV

Cartesian coordinates (Å):
H  1.64709  -2.45085  0.53567
H  2.15111  -1.06862  -0.52226
H  0.83103  0.84602  -1.36771
H  -0.81447  -1.50257  -1.13934
H  2.34374  0.38260  1.34852
C  -0.68712  -0.57940  1.10267
C  0.01724  0.46834  -0.58357
C  0.19761  0.58614  0.97964
H  -1.44549  0.94728  -2.25297
N  1.33844  -0.23837  1.25294
H  -2.25152  0.82381  -0.76317
H  -0.14206  1.29052  1.64177
O  -1.46929  -0.80782  1.90732
H  -1.67414  2.41338  -1.04454
C  1.32840  -1.30683  0.22706
C  -0.15891  -1.01669  -0.23566
C  -1.21166  1.21305  -1.08635

5.
Molecular formula: C2H13NO3
Method: DFT, ωB97M-V/def2-TZVPD

Properties
Orbital gap ... 0.385 hartree
E_LUMO ... 0.61 eV

Cartesian coordinates (Å):
C  1.23229  -0.99830  0.11755
H  0.87150  -1.94720  0.50480
H  -1.80892  1.13349  2.02008
H  -0.57564  0.58822  1.16874
H  -1.31309  1.41631  -1.74861
C  1.97478  1.22095  0.59192
N  1.24949  0.08244  1.13381
H  1.61236  1.50660  -0.39456
O  -2.65050  -2.14454  -1.99483
H  3.05079  1.03618  0.45803
H  1.92044  2.09031  1.24961
H  0.56465  -0.68032  -0.67884
H  1.73284  -0.28980  1.92606
O  -1.55683  0.66792  1.20643
H  -2.40741  -1.22088  -2.02241
H  -2.76325  -2.36577  -1.06340
H  2.23172  -1.14414  -0.30958
H  -1.75666  0.51707  -0.61110
O  -1.60855  0.53147  -1.55369

6.
Molecular formula: C6H13ClSi
Method: DFT, ωB97M-V/def2-TZVPD

Properties
Orbital gap ... 0.219 hartree
E_LUMO ... -1.95 eV

Cartesian coordinates (Å):
C  -1.21650  0.85591  -0.05848
C  -1.68984  0.38024  -1.37513
H  0.64428  0.32578  3.01727
H  1.55013  -1.07153  -0.95748
H  1.35505  -2.90224  -1.50851
H  -1.99545  1.40904  -1.83544
H  -0.86826  -0.10485  -2.07856
C  -0.15449  -2.08294  -0.16377
H  1.78519  0.10043  1.55304
H  0.73133  1.70374  -0.43381
C  1.03084  -2.03314  -0.85718
C  0.99299  -0.31127  2.24191
H  -2.54481  -0.30938  -1.50733
Si  -0.31423  -0.57247  0.93707
H  -0.56143  2.71975  -0.92868
C  -0.27332  2.02393  -0.12401
H  -0.76799  -2.95217  -0.24001
Cl  3.41507  0.39286  0.32186
H  -0.19149  2.68481  0.87752
H  -2.24945  1.01420  0.48995
H  1.32238  -1.27068  2.62974

7.
Molecular formula: C5H9NO
Method: DFT, ωB97M-V/def2-TZVPD

Properties
Orbital gap (spin up / spin down) ... 0.289 / 0.289 hartree
E_LUMO (spin up / spin down) ... 0.94 / 0.94 eV

Cartesian coordinates (Å):
H  -0.72417  -1.67479  -0.26499
H  -2.25026  0.81734  0.07714
N  -0.80431  -0.66190  -0.26694
C  0.37055  -0.01406  -0.27366
H  1.89056  -0.71846  -1.65205
H  0.36717  1.67365  -1.59969
H  -2.75572  -0.92331  0.38913
C  -1.95711  -0.19932  0.29804
H  1.27854  1.93584  -0.12876
H  1.49195  -1.85700  -0.34525
C  0.38315  1.45998  -0.52528
C  1.61029  -0.79459  -0.59060
C  -0.57468  0.13084  2.07419
O  -0.59620  -0.58726  2.97625
H  2.45854  -0.41425  -0.00705
H  -0.46673  1.97335  -0.08755

Sequential energy above the lowest of the compared OMol25 structures with the same formula, charge and spin output: 1.2200 3.1340 4.2265 5.5788 0.7297 4.2520 3.3260 eV
Sequential calculated total energy output: -325.89272 -1481.63795 -401.02144 -363.81922 -364.46073 -985.96749 -325.81533 a.u.